DFT (ωB97M-V/def2-TZVPD) results for a gas-phase ion, C5H9N2S (charge +1) at a distorted geometry.

Bonds (Å) are listed after each position.
Element x y z (Å)
1 C -0.85 -3.14 -0.78  N6 1.187, H9 1.030
2 C 1.35 -1.94 -1.17  N6 1.346, N7 1.394, H10 1.092
3 C 0.83 0.49 -1.22  C4 1.475, N7 1.326, H11 1.145
4 C -0.56 0.37 -0.76  C3 1.475, S8 2.009, H12 1.162, H13 1.136
5 C -0.69 1.35 2.16  S8 1.831, H14 1.099, H15 1.120, H16 1.096
6 N 0.19 -2.59 -0.97  C1 1.187, C2 1.346
7 N 1.61 -0.58 -1.30  C2 1.394, C3 1.326, H17 0.995
8 S -0.27 -0.13 1.16  C4 2.009, C5 1.831
9 H -1.66 -3.59 -1.23  C1 1.030
10 H 2.28 -2.50 -1.31  C2 1.092
11 H 1.44 1.46 -1.31  C3 1.145
12 H -1.30 1.27 -0.83  C4 1.162
13 H -1.11 -0.61 -0.92  C4 1.136
14 H -1.55 1.88 1.73  C5 1.099
15 H -1.05 1.02 3.17  C5 1.120
16 H 0.11 2.07 2.36  C5 1.096
17 H 2.55 -0.45 -1.58  N7 0.995

Properties
Frontier orbital gap (alpha / beta), eV: 7.37 / 7.36
Strongest force on any atom, eV Å⁻¹: 3.9
E_LUMO (alpha / beta), eV: -4.8501 / -4.8506
E_HOMO (alpha / beta), eV: -12.22 / -12.22
Charge: +1